No. 1
ORCA calculation (ωB97M-V/def2-TZVPD) on a molecular structure, C19H48CrO21S6 at a distorted geometry.

Atoms and positions in Å:
Cr -19.497771 -26.482268 33.182433
C -19.472075 -29.022851 32.734601
O -20.453875 -28.398130 33.253937
O -19.489571 -30.213983 32.490710
O -18.512839 -28.222156 32.600375
O -18.178665 -26.387465 34.968414
S -17.804135 -26.491895 36.354914
O -18.073672 -25.419219 37.258466
O -18.509756 -27.879609 37.020079
C -18.380515 -29.133706 36.323179
C -17.852797 -30.194153 37.233983
C -16.023864 -26.894070 36.521394
H -17.676879 -29.017979 35.491572
H -19.195526 -29.449457 35.667931
H -17.769613 -31.208652 36.839639
H -18.515596 -30.476686 38.055506
H -16.908850 -29.913122 37.701352
H -15.354016 -26.053774 36.695436
H -15.626922 -27.575619 35.770623
H -16.001504 -27.448135 37.461085
O -15.067730 -27.770691 30.226995
S -14.936990 -29.217061 30.102157
O -14.268534 -29.817765 28.947204
O -14.337593 -29.824125 31.511953
C -14.649070 -29.221896 32.709396
C -14.454341 -30.107442 33.951251
C -16.684961 -29.805100 30.206329
H -15.675583 -28.866000 32.825397
H -14.006079 -28.347885 32.831359
H -15.151358 -29.809357 34.735007
H -13.411214 -30.077028 34.261614
H -14.770334 -31.126867 33.723969
H -17.273435 -29.390337 29.389680
H -17.113239 -29.409689 31.128434
H -16.718643 -30.892848 30.240525
O -15.436321 -34.096917 33.160580
S -16.767973 -34.127982 33.781637
O -17.697458 -35.191999 33.513954
O -16.555848 -34.028078 35.428939
C -15.438337 -33.237068 35.845291
C -15.291705 -33.616949 37.324392
C -17.646548 -32.547172 33.542013
H -15.674423 -32.191107 35.640366
H -14.500216 -33.419047 35.320670
H -15.007177 -34.631002 37.608288
H -16.205234 -33.503969 37.909724
H -14.500446 -33.033242 37.799147
H -18.249266 -32.309862 34.416238
H -18.222347 -32.646955 32.625172
H -16.818976 -31.839166 33.516980
O -23.845976 -26.468710 38.075706
S -22.468639 -26.411961 38.548294
O -22.153176 -26.468742 39.955935
O -21.636246 -27.645075 37.869657
C -21.688695 -27.685567 36.439785
C -22.538719 -28.890370 36.027654
C -21.552520 -24.978056 37.790976
H -20.691695 -27.700307 35.999789
H -22.183472 -26.834138 35.969345
H -22.364767 -29.798402 36.606550
H -22.602552 -29.116799 34.964458
H -23.557510 -28.683237 36.363691
H -20.508851 -25.281565 37.729550
H -21.640488 -24.186586 38.533253
H -22.002600 -24.775351 36.822086
O -20.171097 -26.124908 31.152878
S -20.652571 -26.317434 29.799329
O -21.868981 -25.653817 29.333368
O -19.431758 -26.050041 28.770878
C -18.144248 -26.557217 29.109921
C -17.346005 -26.753480 27.839472
C -20.766545 -28.086765 29.501511
H -18.231995 -27.383663 29.815612
H -17.571406 -25.810533 29.664192
H -17.182475 -25.825311 27.290314
H -17.797653 -27.500680 27.187195
H -16.299811 -26.989685 28.037833
H -20.718184 -28.313218 28.439658
H -21.697377 -28.324157 30.021533
H -20.097570 -28.698365 30.108801
O -22.777945 -33.063752 32.273789
S -23.025440 -32.523161 30.927396
O -23.760082 -33.343381 29.982049
O -23.852179 -31.120763 31.048159
C -23.344619 -30.100998 31.951875
C -24.196702 -28.813461 31.952058
C -21.436380 -32.087453 30.159147
H -22.318212 -29.907698 31.631542
H -23.126614 -30.592344 32.901476
H -23.987613 -28.332076 30.998085
H -23.864166 -28.378533 32.894291
H -25.270542 -28.981845 32.024218
H -21.640064 -31.685841 29.167770
H -20.748084 -32.930731 30.136423
H -20.918187 -31.347987 30.771841

Force components x, y, z for each atom (eV/Å):
0.33 -3.44 -0.48
-1.41 -0.99 0.96
-3.13 2.16 1.29
0.44 -1.32 -0.84
3.98 3.05 -1.02
-0.29 0.18 -0.38
0.91 -2.02 1.93
-0.35 -0.60 -0.49
0.54 2.33 -0.93
1.31 -0.57 -1.99
-0.35 -0.94 1.47
-0.43 -0.78 0.62
0.61 0.33 0.18
-1.09 0.40 0.96
0.38 0.34 -0.99
-0.32 0.82 0.21
0.09 0.01 -0.17
-0.57 0.44 -0.48
-0.37 0.27 -0.33
-0.15 -0.01 0.06
0.80 -1.24 -0.04
-1.76 0.03 -0.66
-0.70 0.90 2.62
0.17 -1.09 -2.90
-0.54 1.77 2.63
0.06 -0.53 -1.04
0.94 -0.04 0.44
-0.22 0.02 -0.91
-0.08 0.16 -0.07
0.29 0.41 0.15
-0.15 -0.28 0.29
0.39 -0.15 -0.12
0.42 -0.10 -0.27
0.16 0.04 0.10
0.11 0.06 -0.22
-2.16 0.07 0.88
0.39 0.43 0.37
0.91 0.54 0.46
0.01 -0.70 -2.26
0.13 -0.66 1.27
0.35 0.64 0.82
1.22 -0.76 0.21
-0.06 0.19 0.56
-0.26 -0.52 -0.28
0.09 -0.32 -1.12
-0.16 0.54 -0.27
-0.13 0.39 -0.05
-0.23 -0.40 -0.18
0.09 0.36 0.09
-0.31 0.31 -0.51
1.77 0.29 0.52
0.22 -0.11 -0.32
-0.36 0.01 -1.34
-0.35 1.20 0.38
-0.75 -1.10 -1.37
-0.96 -0.15 0.75
-0.73 -1.18 0.91
0.14 -0.22 0.48
-0.07 0.36 0.51
0.82 -0.03 -0.21
0.50 0.18 0.00
-0.14 0.35 -0.19
-0.08 -0.02 -0.07
-0.20 0.15 -0.30
0.06 0.26 0.18
-0.22 0.77 0.05
-0.25 -0.96 -2.34
2.75 -0.97 0.97
-1.94 1.08 0.54
1.69 0.64 0.55
0.22 -0.30 -0.32
-0.92 0.10 1.50
0.06 -0.41 -0.45
-0.42 0.27 0.27
-0.80 0.19 -0.01
0.15 0.02 -0.11
-0.20 -0.64 0.49
-0.29 0.14 0.13
-0.48 -0.17 -0.71
0.72 0.48 -0.21
-0.27 1.34 -2.17
-0.23 -1.54 1.06
0.69 1.29 0.94
0.45 -0.85 -0.53
0.78 -0.75 -0.07
0.63 -1.98 0.11
-0.30 0.65 0.54
-0.02 0.62 -0.19
-0.82 0.23 0.38
-0.01 0.73 0.43
0.00 0.99 -0.46
0.08 -0.29 0.02
-0.04 -0.18 0.00
-0.56 -0.37 -0.08
-0.20 0.16 0.16

The spin multiplicity is 5. The largest force on an atom comes out at 0.09953 Eh/bohr. As for the expectation value of S²: 6.068. The net charge is 0. The value obtained for the highest occupied orbital energy (alpha / beta) is -9.55 / -9.86 eV. Its LUMO energy (alpha / beta) is -1.506 / -1.596 eV. The energy comes out at -5766.21158 a.u. The calculation puts the energy relative to the best compared isomer or geometry (same formula, charge and spin) at 99.7 kcal per mole.

***

No. 2
ORCA calculation (ωB97M-V/def2-TZVPD) on a gas-phase ion, C2H2N4P (charge +1) at a distorted geometry.

Atoms and positions in Å:
C -1.911171 -0.485624 -0.111166
C -1.961173 0.771660 0.056841
N 3.918714 -0.108311 -0.036151
N -0.583792 -0.995847 0.072964
N 0.535131 -0.596866 0.068530
N 2.829168 0.137552 -0.017995
P 1.346710 0.816095 -0.017383
H -2.629370 -1.255980 -0.327359
H -1.544213 1.717325 0.311718

Force components x, y, z for each atom (eV/Å):
-2.80 1.56 -0.32
0.50 -0.93 -0.12
-1.72 0.29 0.05
2.50 -0.94 0.37
-0.21 -1.39 0.10
4.55 -1.75 -0.05
-2.67 2.74 -0.10
-0.06 -0.06 -0.03
-0.09 0.49 0.10

The spin multiplicity is 1. The largest force on an atom comes out at 0.09476 Eh/bohr. The net charge is +1. The value obtained for the highest occupied orbital energy (alpha / beta) is -13.89 / -13.89 eV. Its LUMO energy (alpha / beta) is -6.907 / -6.908 eV. The energy comes out at -637.28236 a.u. The calculation puts the energy relative to the best compared isomer or geometry (same formula, charge and spin) at 75.5 kcal per mole.

***

No. 3
ORCA calculation (ωB97M-V/def2-TZVPD) on 2 unconnected molecules or ions with the total composition C15H18 at a distorted geometry.

Atoms and positions in Å:
C -0.615428 -3.270268 -0.935060
C 0.096747 -1.995929 -0.502221
C -0.040825 -0.795061 -1.378513
C 1.098631 -0.408379 -2.126933
C 1.037339 0.660708 -3.017075
C -0.208447 1.254777 -3.201478
C -1.334577 0.989870 -2.449394
C -1.239229 -0.128453 -1.584311
H -0.155915 -3.626826 -1.862105
H -1.685315 -3.081350 -1.081288
H -0.510939 -4.032983 -0.160859
H -0.260019 -1.683669 0.492849
H 1.165028 -2.186850 -0.272561
H 1.996333 -1.012460 -2.077681
H 1.911246 1.026117 -3.544464
H -0.359133 2.040386 -3.940986
H -2.299771 1.449147 -2.594229
H -2.011669 -0.180133 -0.816101
C -0.832647 -0.317580 3.493722
C -0.085689 0.630019 2.537930
C 1.305157 0.487429 2.421492
C 1.933154 1.347916 1.539688
C 1.232120 2.209249 0.688363
C -0.142918 2.317034 0.839551
C -0.832650 1.446538 1.691609
H -1.700433 -0.784963 3.029413
H -1.091248 0.275268 4.369645
H -0.166805 -1.133902 3.799088
H 1.750608 -0.269560 3.046112
H 3.013847 1.331627 1.456354
H 1.686304 2.899264 -0.009637
H -0.742899 3.067638 0.339682
H -1.909959 1.475381 1.809399

Force components x, y, z for each atom (eV/Å):
0.10 0.27 -0.11
0.29 0.34 1.82
1.06 -0.29 -1.56
-0.66 0.10 -0.29
-0.71 -0.49 0.52
-0.43 1.78 -0.79
0.80 -2.62 0.39
-0.12 1.90 1.14
-0.30 -0.13 0.05
0.22 -0.09 -0.14
0.02 -0.03 -0.12
-0.27 -0.20 -0.09
-0.41 -0.01 -0.54
0.11 0.16 0.33
-0.13 -0.21 -0.11
0.53 0.01 0.00
0.13 0.36 -0.06
-0.21 -0.78 -0.38
0.94 0.44 -0.36
-0.86 -2.04 -0.18
-1.58 1.15 -0.20
1.02 -0.17 -0.81
-0.69 0.42 0.88
-0.83 -0.56 0.15
1.20 0.62 0.65
-0.15 0.28 0.09
-0.37 -0.30 0.18
-0.13 0.21 0.09
0.61 0.18 -0.03
0.04 -0.11 -0.05
0.47 -0.21 0.11
0.28 -0.06 -0.45
0.03 0.11 -0.12

The spin multiplicity is 1. The largest force on an atom comes out at 0.05376 Eh/bohr. The net charge is 0. The value obtained for the highest occupied orbital energy is -8.84 eV. The SMILES is CCc1ccccc1.Cc1ccccc1. Its LUMO energy is 0.896 eV. The energy comes out at -582.35086 a.u. The calculation puts the energy relative to the best compared isomer or geometry (same formula, charge and spin) at 9.3 kcal per mole.

***

No. 4
ORCA calculation (ωB97M-V/def2-TZVPD) on 2 unconnected molecules or ions with the total composition C4H7BrSi at a distorted geometry.

Atoms and positions in Å:
C 1.283594 -0.612326 -0.199275
C 2.490262 -0.565873 0.032959
C -0.464141 1.434035 -0.266910
C -0.741668 -1.510754 -0.375223
Si -1.331202 -0.025955 0.604671
Br 4.166136 0.065492 0.236464
H -0.441052 1.310547 -1.374361
H -0.888002 2.418492 0.120696
H 0.581486 1.506886 0.042381
H -0.664538 -2.485206 0.004463
H -0.740475 -1.696423 -1.472480
H -2.832217 0.204115 0.943166
H -0.418182 -0.043036 1.703450

Force components x, y, z for each atom (eV/Å):
-2.69 -0.10 -0.88
4.44 1.06 0.84
-0.99 1.14 -0.09
-1.53 0.12 -1.34
0.33 -0.16 -1.59
-0.67 -0.69 -0.05
-0.34 0.54 0.75
0.27 -0.98 -0.99
0.09 -0.26 0.13
0.15 -1.20 1.28
-0.16 1.01 0.62
1.18 -0.21 -0.27
-0.07 -0.28 1.59

The spin multiplicity is 3. The largest force on an atom comes out at 0.09032 Eh/bohr. As for the expectation value of S²: 2.017. The net charge is 0. The value obtained for the highest occupied orbital energy (alpha / beta) is -6.31 / -10.27 eV. Its LUMO energy (alpha / beta) is 0.067 / -3.492 eV. The energy comes out at -3019.78459 a.u. The calculation puts the energy relative to the best compared isomer or geometry (same formula, charge and spin) at 87.6 kcal per mole.